93
Properties=species:S:1:pos:R:3:forces:R:3 method="wB97M-V/def2-TZVPD" molar_mass_g_mol=720.57 total_charge=+1 e_homo_ev=-11.88
C 2.207 1.736 -1.972 -0.722 0.623 -0.732
C 1.066 1.703 -2.425 -0.475 -0.953 1.635
C -0.467 1.402 -2.537 0.787 -0.232 -0.529
C -0.847 -0.115 -2.242 0.800 -0.824 0.044
C -0.121 -0.770 -0.991 -0.368 -0.486 0.009
C -0.821 -0.536 0.413 0.976 -0.710 0.431
C 0.264 -0.948 1.546 1.065 1.351 -0.322
C 1.052 -2.262 1.202 -0.948 -1.461 0.467
O 0.573 -3.357 1.373 0.484 2.070 -0.316
Br 2.925 -2.245 0.505 -1.231 0.679 0.341
C -1.140 1.018 0.729 2.240 -1.870 0.060
N -2.522 1.370 0.301 -1.442 -1.260 0.244
N -2.913 2.730 0.422 -0.049 2.195 -0.212
C -1.967 3.604 1.150 0.564 1.462 0.844
C -3.294 3.366 -0.857 0.321 1.584 -2.828
C -4.691 3.167 -1.595 0.419 0.527 0.978
O -2.518 4.148 -1.394 -1.076 -1.399 1.625
C -3.527 0.546 1.103 -0.538 -3.659 0.982
P -4.995 0.063 -0.053 -1.495 1.659 -1.649
N -4.375 -0.997 -1.333 -1.457 -0.251 1.466
O -6.165 -0.772 0.867 2.351 -0.619 -1.262
C -2.908 -0.845 1.619 -0.221 0.145 0.531
N -2.022 -1.410 0.579 0.422 1.428 0.416
H 3.259 1.936 -1.671 -1.490 -0.399 -0.511
H -0.796 1.620 -3.602 0.228 0.045 1.460
H -1.027 2.048 -1.801 0.765 -0.191 -1.093
H -0.558 -0.751 -3.143 -0.352 0.948 1.112
H -1.966 -0.293 -2.104 1.243 0.503 -0.289
H 0.968 -0.486 -0.875 -1.261 -0.015 -0.491
H -0.120 -1.896 -1.188 -0.064 1.387 0.464
H -0.203 -1.082 2.564 0.322 -0.080 -1.133
H 0.982 -0.063 1.634 -0.634 -1.320 -0.107
H -1.005 1.098 1.856 -0.634 0.494 -1.562
H -0.322 1.582 0.171 -1.389 -0.321 0.811
H -2.700 1.090 -0.690 0.673 -0.028 0.443
H -2.465 4.625 1.231 0.505 -1.447 -0.190
H -1.802 3.282 2.230 -0.250 0.093 -1.559
H -0.986 3.804 0.608 -1.172 -0.511 0.692
H -4.825 4.058 -2.290 0.566 -1.310 0.784
H -5.515 3.245 -0.829 0.778 -0.676 -0.878
H -4.673 2.196 -2.164 -0.369 1.035 0.672
H -3.996 1.142 1.939 0.860 -0.394 -1.010
H -4.667 -1.968 -1.112 0.985 0.339 -0.288
H -4.901 -0.768 -2.191 0.284 0.101 0.630
H -6.362 -1.614 0.395 0.003 0.549 0.679
H -2.422 -0.693 2.632 -0.327 -0.215 -0.923
H -3.756 -1.584 1.776 0.876 1.069 -0.038
H -1.657 -2.327 0.861 -0.444 0.266 -0.137
C 5.740 -3.767 1.288 0.334 -0.101 0.287
C 6.142 -3.781 -0.175 -0.409 -0.250 0.264
O 7.418 -3.163 -0.374 0.206 -0.012 -0.154
C 8.482 -3.887 0.010 0.049 0.154 0.130
O 8.452 -4.990 0.492 -0.033 0.227 -0.199
O 9.582 -3.155 -0.212 -0.360 -0.145 -0.049
C 10.785 -3.768 0.254 0.467 -0.103 0.103
H 5.768 -2.748 1.683 -0.111 -0.012 -0.094
H 4.735 -4.170 1.415 0.092 -0.015 -0.023
H 6.424 -4.361 1.895 -0.039 -0.052 -0.152
H 5.422 -3.197 -0.752 0.306 0.101 -0.128
H 6.139 -4.794 -0.586 0.163 0.056 0.105
H 10.906 -4.769 -0.162 -0.132 0.045 0.125
H 10.787 -3.803 1.345 -0.046 -0.145 -0.097
H 11.622 -3.152 -0.075 -0.265 0.117 -0.072
C 7.298 -0.592 -3.057 0.049 -0.050 -0.354
C 6.922 0.763 -2.490 -0.123 -0.529 0.206
O 7.625 1.823 -3.150 -0.151 0.294 -0.178
C 7.189 2.127 -4.382 0.283 -0.096 0.055
O 6.272 1.600 -4.961 0.098 0.203 0.176
O 7.968 3.104 -4.866 -0.241 -0.205 0.200
C 7.678 3.453 -6.221 0.014 0.198 -0.416
H 8.380 -0.735 -3.022 -0.078 -0.011 0.197
H 6.815 -1.393 -2.494 0.089 0.052 0.064
H 7.000 -0.683 -4.103 -0.107 0.069 0.104
H 7.214 0.806 -1.439 0.144 0.251 -0.157
H 5.843 0.935 -2.533 0.084 0.046 -0.221
H 6.626 3.710 -6.347 0.057 -0.172 0.032
H 7.955 2.632 -6.884 -0.171 0.026 0.047
H 8.281 4.324 -6.476 0.057 -0.104 0.272
C -9.044 -0.150 6.622 0.278 -0.096 -0.200
C -10.170 0.630 5.972 -0.100 -0.353 0.544
O -9.704 1.383 4.843 -0.011 -0.018 -0.446
C -9.449 0.672 3.738 0.055 0.128 0.349
O -9.581 -0.520 3.611 0.010 0.269 -0.100
O -8.994 1.515 2.797 -0.179 -0.074 0.139
C -8.583 0.864 1.595 0.142 -0.077 -0.205
H -8.219 0.517 6.886 -0.143 0.040 0.112
H -9.395 -0.655 7.523 -0.016 0.080 -0.024
H -8.638 -0.904 5.945 -0.163 -0.005 0.031
H -10.564 1.355 6.686 0.080 0.158 -0.295
H -10.999 -0.020 5.682 0.170 0.015 -0.156
H -9.380 0.239 1.190 0.078 -0.038 0.131
H -7.686 0.272 1.781 -0.445 0.071 0.044
H -8.343 1.635 0.862 -0.090 0.140 0.241

83
Properties=species:S:1:pos:R:3:forces:R:3 method="wB97M-V/def2-TZVPD" molar_mass_g_mol=527.10 smiles=C#CC[C@H](OCCO[C@H](Cl)C[C@H](C)F)P(CC)CC.C1CCOC1.C1CCOC1.C1CCOC1 e_homo_ev=-7.91
C 1.169 0.514 3.231 5.239 -1.459 -4.018
C 2.160 0.194 2.408 -4.550 3.146 3.670
C 3.379 0.260 1.367 -0.171 -0.433 0.549
C 2.935 0.327 -0.192 -0.876 -0.903 -0.392
O 1.601 0.855 -0.428 1.842 1.620 0.647
C 1.505 2.275 -0.142 -0.882 0.817 0.644
C -0.067 2.543 0.278 1.168 0.267 -0.929
O -0.589 1.247 0.685 -1.967 1.899 -0.242
C -2.034 1.226 0.733 0.877 -1.505 -1.640
Cl -2.466 0.535 2.422 0.135 0.840 -1.110
C -2.501 0.137 -0.404 -0.666 -0.335 0.514
C -3.987 -0.463 -0.078 0.633 -0.359 -0.201
C -3.917 -1.976 0.501 -0.624 -0.035 0.254
F -4.710 -0.490 -1.363 0.948 -0.054 1.798
P 2.874 -1.511 -0.789 0.328 -0.414 -0.185
C 2.408 -1.475 -2.632 -0.940 0.896 -0.442
C 0.894 -0.994 -2.948 -0.423 -0.079 -0.767
C 1.387 -2.365 0.064 -1.653 -0.168 0.413
C 1.798 -3.629 0.987 -0.279 0.508 -0.376
H 0.341 0.816 3.985 1.963 -0.988 -1.911
H 3.974 -0.732 1.499 -0.890 1.802 -0.224
H 4.113 1.142 1.566 -1.547 -1.503 0.191
H 3.736 0.873 -0.845 -1.284 -0.876 1.291
H 2.139 2.637 0.747 -0.691 -1.003 -1.219
H 1.823 2.928 -1.054 -0.729 -1.191 1.382
H -0.121 3.325 1.143 -0.011 -1.360 -1.553
H -0.589 2.924 -0.687 0.537 -0.538 1.726
H -2.539 2.244 0.555 0.825 -1.536 0.675
H -2.531 0.601 -1.463 0.038 -0.416 1.851
H -1.732 -0.740 -0.463 -1.302 1.728 0.431
H -4.590 0.256 0.614 1.046 -1.402 -1.307
H -4.917 -2.532 0.289 1.771 1.091 0.306
H -3.071 -2.612 0.048 -1.340 1.217 0.458
H -3.755 -1.999 1.654 -0.274 0.350 -2.060
H 2.590 -2.518 -3.080 -0.157 1.568 0.832
H 3.114 -0.721 -3.147 -0.896 -1.365 0.800
H 0.475 -1.625 -3.839 0.727 1.288 1.479
H 0.148 -1.131 -2.085 1.351 0.167 -1.159
H 0.866 0.130 -3.234 0.072 -1.971 0.476
H 0.632 -2.770 -0.732 1.463 0.907 1.189
H 0.793 -1.608 0.716 0.979 -1.140 -1.178
H 0.872 -4.327 1.127 1.772 1.188 -0.365
H 2.073 -3.232 2.030 -0.041 -0.811 -1.604
H 2.670 -4.173 0.447 -1.472 0.697 1.304
C -2.874 5.989 -3.551 -0.069 0.340 -0.398
C -3.449 4.666 -3.102 -0.346 -0.181 0.359
C -2.289 3.721 -3.339 0.244 -0.216 -0.223
O -1.086 4.484 -3.159 -0.330 0.105 0.024
C -1.432 5.876 -3.102 0.315 0.027 0.243
H -3.385 6.856 -3.128 0.070 -0.062 -0.032
H -2.921 6.062 -4.643 0.001 0.041 0.094
H -3.684 4.708 -2.033 -0.025 -0.033 -0.082
H -4.353 4.374 -3.639 0.093 -0.010 0.053
H -2.291 3.338 -4.365 -0.078 -0.079 0.040
H -2.292 2.872 -2.650 0.110 0.031 -0.046
H -1.312 6.207 -2.065 -0.009 0.108 -0.027
H -0.750 6.450 -3.733 0.039 -0.127 0.056
C -4.526 -6.500 -2.346 0.315 -0.094 -0.405
C -4.879 -7.191 -1.050 -0.397 -0.292 0.185
C -4.235 -6.283 -0.022 0.267 0.152 0.224
O -4.254 -4.957 -0.569 -0.059 -0.390 -0.167
C -4.609 -5.038 -1.957 -0.174 0.360 0.047
H -5.187 -6.758 -3.176 0.055 0.052 0.063
H -3.499 -6.752 -2.634 -0.093 0.025 -0.023
H -5.966 -7.195 -0.916 0.088 -0.038 0.016
H -4.524 -8.222 -0.990 -0.020 0.092 0.023
H -3.189 -6.558 0.153 -0.026 -0.089 0.056
H -4.762 -6.293 0.935 0.062 0.114 -0.051
H -5.630 -4.656 -2.063 0.021 0.011 -0.110
H -3.938 -4.408 -2.545 -0.032 0.037 0.136
C 6.539 1.646 5.391 0.320 -0.395 0.146
C 6.647 3.151 5.304 -0.179 0.405 0.268
C 6.712 3.377 3.808 0.149 0.044 -0.357
O 5.962 2.320 3.195 0.090 0.023 0.267
C 5.680 1.322 4.186 -0.395 -0.076 -0.144
H 6.108 1.290 6.329 0.015 0.011 -0.101
H 7.530 1.196 5.276 -0.090 0.002 0.039
H 5.741 3.612 5.713 0.095 0.000 -0.022
H 7.508 3.562 5.836 -0.065 -0.017 -0.071
H 7.742 3.313 3.440 0.026 0.093 0.041
H 6.296 4.343 3.511 -0.012 -0.114 -0.075
H 4.614 1.385 4.430 0.005 -0.115 0.033
H 5.886 0.329 3.779 -0.028 0.101 -0.083

Ordered lowest unoccupied orbital energy results: -2.8 0.7; unit eV.
Ordered Kohn-Sham gap results: 9.038 8.644; unit eV.